1.
This record from OMol25 describes C27H27BrCl3IN6O4SiV as an isolated structure. The level of theory is ωB97M-V/def2-TZVPD.

⟨S²⟩   0.83
Energy above the lowest of the compared OMol25 structures with the same formula, charge and spin   0.0 kJ/mol
2S+1   2
Total charge   +2

The geometry in XYZ format:
```
71
C27H27BrCl3IN6O4SiV (ωB97M-V/def2-TZVPD)
V -0.140 -0.296 0.320
C 3.118 -0.173 -0.521
O 2.088 -0.250 0.501
C 2.530 -0.027 1.808
C 3.816 0.311 2.174
C 4.079 0.563 3.519
Br 5.827 1.038 4.025
C 3.082 0.481 4.475
C 1.790 0.121 4.106
C 1.543 -0.136 2.771
O 0.270 -0.436 2.271
C 0.681 0.093 5.066
N 0.399 1.044 5.890
C -0.796 0.662 6.500
C -1.539 1.324 7.474
C -2.683 0.698 7.929
C -3.086 -0.549 7.430
C -2.363 -1.211 6.453
C -1.218 -0.576 6.001
N -0.276 -0.926 5.026
H 3.583 0.809 -0.502
H 2.632 -0.332 -1.477
H 3.858 -0.952 -0.343
H 4.618 0.398 1.456
H 3.288 0.704 5.513
H -0.429 -0.528 2.980
H -1.216 2.280 7.860
H -3.283 1.172 8.694
H -3.985 -1.004 7.823
H -2.677 -2.174 6.072
H 0.004 -1.892 4.911
Cl -1.507 3.162 -0.544
Si 0.122 2.012 -0.407
Cl 1.816 3.065 -0.544
Cl 0.001 0.456 -1.951
C 0.060 -3.162 0.865
N 0.000 -4.555 0.539
C 1.164 -4.917 -0.277
N 1.178 -4.145 -1.522
C 1.250 -2.746 -1.215
N 0.067 -2.288 -0.385
C -1.186 -2.661 -1.178
N -1.225 -4.059 -1.477
C -1.220 -4.828 -0.229
C -0.050 -4.426 -2.271
H 0.974 -2.944 1.423
H -0.811 -2.883 1.466
H 1.121 -5.979 -0.510
H 2.078 -4.720 0.285
H 1.261 -2.162 -2.137
H 2.152 -2.552 -0.637
H -1.181 -2.080 -2.102
H -2.055 -2.384 -0.579
H -1.266 -5.890 -0.460
H -2.094 -4.561 0.367
H -0.047 -3.858 -3.203
H -0.092 -5.486 -2.511
I -8.618 1.316 0.182
C -6.677 0.791 0.685
C -6.376 0.423 1.996
C -5.086 0.072 2.331
C -4.083 0.090 1.355
C -4.388 0.459 0.041
C -5.680 0.807 -0.291
C -2.748 -0.282 1.764
O -2.331 -0.659 2.822
O -1.784 -0.198 0.713
H -7.153 0.413 2.747
H -4.840 -0.212 3.346
H -3.619 0.476 -0.720
H -5.923 1.092 -1.305
```

2.
This record from OMol25 describes one molecule with the formula BrCl3P2 in a non-equilibrium geometry. The level of theory is ωB97M-V/def2-TZVPD.

⟨S²⟩   2.01
Energy above the lowest of the compared OMol25 structures with the same formula, charge and spin   0.0 kJ/mol
2S+1   3
Total charge   0

The geometry in XYZ format:
```
6
BrCl3P2 (ωB97M-V/def2-TZVPD)
P -0.334 -0.242 -0.102
P 0.898 -0.962 1.497
Cl -1.559 0.990 0.722
Cl -1.602 -1.217 -1.611
Cl 0.727 0.934 -1.336
Br 2.873 -0.696 0.478
```

3.
This record from OMol25 describes a 2-piece molecular cluster, C6H17N6 overall in a non-equilibrium geometry. The level of theory is ωB97M-V/def2-TZVPD.

Energy above the lowest of the compared OMol25 structures with the same formula, charge and spin   170.5 kJ/mol
2S+1   1
Total charge   +1

The geometry in XYZ format:
```
29
C6H17N6 (ωB97M-V/def2-TZVPD)
C 0.192 -0.571 1.449
C 1.300 -1.502 -0.400
C 0.051 0.719 -0.549
C -0.151 -0.599 2.889
C 2.813 -1.587 -0.440
C -0.234 1.952 -1.476
N 0.877 -1.524 0.962
N -0.209 0.606 0.721
N 0.747 -0.353 -1.157
N -3.484 0.449 -0.148
N 0.938 -0.461 -2.590
N -0.745 1.616 1.506
H 1.143 -2.490 -0.802
H -0.385 -1.584 3.266
H -0.760 0.208 3.211
H 0.825 -0.356 3.455
H 3.247 -0.785 0.280
H 3.218 -1.696 -1.456
H 3.170 -2.522 0.017
H 0.655 2.204 -1.950
H -0.649 2.799 -0.920
H -0.994 1.936 -2.252
H -3.797 -0.255 -0.798
H -4.106 0.260 0.664
H 0.403 -1.246 -2.907
H 1.919 -0.592 -2.776
H -0.462 2.601 1.285
H -1.696 1.527 1.545
H -3.827 1.245 -0.628
```

4.
This record from OMol25 describes a 2-piece molecular cluster, C5H9NO2 overall in a non-equilibrium geometry. The level of theory is ωB97M-V/def2-TZVPD.

Energy above the lowest of the compared OMol25 structures with the same formula, charge and spin   409.6 kJ/mol
2S+1   1
SMILES   OC1(O)C=N1.C=CC
Total charge   0

The geometry in XYZ format:
```
17
C5H9NO2 (ωB97M-V/def2-TZVPD)
C 1.061 0.895 0.086
C 1.491 0.135 -0.949
C 0.294 2.158 -0.075
C -1.040 -1.593 0.238
C -2.208 -1.007 0.906
O -0.262 -2.452 0.943
N -1.423 -0.054 1.102
O -0.767 -1.419 -1.036
H 0.644 -2.414 0.602
H 1.274 0.595 1.104
H -3.159 -1.358 1.282
H -0.601 2.134 0.547
H 1.406 0.505 -1.964
H 0.133 -0.823 -1.137
H 2.246 -0.625 -0.791
H 0.001 2.324 -1.111
H 0.910 3.000 0.253
```